Entry 1:
49
Properties=species:S:1:pos:R:3 method="wB97M-V/def2-TZVPD" e_above_lowest_kcal_mol=0.0 max_force_ev_per_a=0.5 gap_ev=5.499 lumo_ev=3.7825 total_charge=-2
Pt 0.41423 0.48856 -4.03799
S 2.74554 3.65299 -1.77805
C 1.90302 2.50984 -2.65565
S 2.51011 1.00610 -3.25891
S 0.24411 2.58925 -3.13349
N -1.48337 -2.11098 -5.26018
C -2.15018 -0.94727 -4.94526
N -3.46191 -0.81583 -5.05100
N -3.68974 0.46746 -4.68818
N -2.58918 1.05816 -4.38427
N -1.57297 0.17927 -4.53947
C -0.13939 -2.35294 -5.07621
N 0.41982 -3.52895 -5.30655
N 1.73081 -3.32195 -5.04469
N 1.93709 -2.10648 -4.68053
N 0.75516 -1.44857 -4.69055
H -2.04903 -2.89588 -5.52541
C -3.52274 0.58365 5.28777
C -2.36340 -0.32419 4.89730
C -2.13464 -0.37056 3.39295
C -0.97595 -1.28844 3.00206
N -0.71317 -1.34962 1.58650
C -0.09675 -0.38676 0.82354
S -0.07087 -0.47677 -0.82814
N 0.53186 0.59563 1.51044
C 1.13986 1.76601 0.88258
C 2.57642 1.99330 1.34384
C 3.61459 1.13435 0.62356
C 3.46333 -0.37079 0.82173
H -3.67531 0.60568 6.36817
H -4.45227 0.24798 4.82389
H -3.34390 1.60710 4.95292
H -2.54771 -1.33811 5.26869
H -1.44766 0.01543 5.39326
H -1.94263 0.63740 3.01256
H -3.04117 -0.71295 2.88512
H -1.18558 -2.30526 3.34444
H -0.06593 -0.99070 3.53637
H -1.21640 -2.01441 1.02372
H 0.39740 0.65067 2.50506
H 0.52002 2.64240 1.09195
H 1.11275 1.61277 -0.19605
H 2.64081 1.83655 2.43123
H 2.81866 3.04429 1.16603
H 4.61062 1.44984 0.95346
H 3.55694 1.36399 -0.44407
H 3.40917 -0.63597 1.88340
H 4.31258 -0.89894 0.38385
H 2.56694 -0.74635 0.32827

***

Entry 2:
41
Properties=species:S:1:pos:R:3 method="wB97M-V/def2-TZVPD" max_force_ev_per_a=2.4 gap_ev=8.022 lumo_ev=-0.1050 smiles="COC[C@@](N)(CCCSC(=S)N1CCOCC1)N=C=O"
C -2.14524 1.62929 1.88321
O -1.04009 1.70760 2.76725
C -0.09384 2.68645 2.39060
C 1.08908 2.09655 1.55637
N 2.25935 2.96524 1.78965
C 1.45118 0.66379 1.96944
C 1.09941 -0.40080 0.92198
C 1.77309 -1.73241 1.26156
S 1.39219 -3.10976 0.13418
C 0.80397 -2.40691 -1.43074
S 1.79963 -1.46737 -2.30451
N -0.49991 -2.77991 -1.74353
C -0.77904 -2.85317 -3.17844
C -1.65286 -1.66339 -3.63118
O -1.34909 -0.45384 -2.97070
C -1.51790 -0.54776 -1.56609
C -1.51407 -1.99415 -1.04105
N 0.71609 2.24683 0.12326
C 1.65896 2.46861 -0.62368
O 2.61000 2.39736 -1.30290
H -2.48668 0.59299 1.88903
H -1.88462 1.86388 0.84703
H -2.94749 2.29631 2.21282
H -0.59919 3.38799 1.71762
H 0.29635 3.24991 3.23914
H 1.95574 3.93034 1.67657
H 2.55778 2.90346 2.75795
H 1.06868 0.43043 2.96402
H 2.54407 0.63983 2.06336
H 1.54822 -0.05844 -0.00707
H 0.01556 -0.47655 0.84796
H 1.51845 -1.97012 2.29666
H 2.84974 -1.54522 1.27177
H -1.41219 -3.73849 -3.32935
H 0.10387 -3.00673 -3.78772
H -2.70251 -1.91474 -3.41923
H -1.59506 -1.48220 -4.70296
H -0.66657 -0.02854 -1.11948
H -2.41044 -0.00976 -1.22033
H -1.32018 -2.07868 0.02753
H -2.49446 -2.43793 -1.23001

***

Entry 3:
40
Properties=species:S:1:pos:R:3 method="wB97M-V/def2-TZVPD" spin_multiplicity=5 max_force_ev_per_a=1.2 gap_ev="8.130 / 5.798" lumo_ev="-10.6995 / -12.9954" total_charge=+3
Os 0.85159 1.27961 0.09701
S 3.04363 1.90322 0.54973
C 2.30825 3.47754 0.32940
C 2.93129 4.70875 0.33161
C 2.12125 5.83310 0.19760
C 0.74027 5.69423 0.06510
C 0.18464 4.42549 0.03762
N 0.96027 3.34117 0.16632
H 4.00587 4.78608 0.43195
H 2.57488 6.81652 0.20276
H 0.09269 6.55553 -0.02223
H -0.87812 4.26682 -0.08942
S -1.38204 0.70656 -0.01915
C -2.16592 -0.82016 0.44184
N -2.18165 -1.19873 1.69908
C -2.95034 -2.36629 2.17428
C -4.08221 -2.66908 1.20452
C -3.55333 -2.71969 -0.22042
N -2.77283 -1.49975 -0.50123
H -1.75767 -0.60685 2.39763
H -3.33571 -2.13468 3.16498
H -2.27523 -3.21934 2.27233
H -4.85368 -1.90163 1.28641
H -4.53842 -3.62346 1.45782
H -4.36591 -2.77983 -0.94078
H -2.90973 -3.58881 -0.37326
H -2.81139 -1.11592 -1.43574
C 1.03640 -2.76414 0.16305
Sb 1.79139 -1.04198 -0.84821
C 3.89684 -1.26352 -0.66253
C 1.24838 -1.29049 -2.89824
H 1.37765 -3.62336 -0.41430
H -0.04957 -2.75828 0.20373
H 1.45235 -2.80724 1.16743
H 4.13976 -2.26879 -1.00604
H 4.18331 -1.16249 0.38325
H 4.42411 -0.53118 -1.27004
H 1.97320 -1.97344 -3.33991
H 1.27249 -0.33969 -3.42502
H 0.25325 -1.72581 -2.95895

***

Entry 4:
41
Properties=species:S:1:pos:R:3 method="wB97M-V/def2-TZVPD" e_above_lowest_kcal_mol=344.0 max_force_ev_per_a=8.8 gap_ev=8.242 lumo_ev=-4.0511 total_charge=+1 smiles="C=CC(=O)OCCCCCCN(COO)c1nc[nH][nH+]1"
C 4.20566 -1.38915 -0.23646
C 3.06518 -2.29364 0.12841
C 2.04995 -2.82846 -1.08753
O 2.32794 -4.03132 -1.59879
O 0.96938 -1.92303 -1.50870
C -0.33662 -2.59821 -1.56948
C -1.00757 -2.86678 -0.06112
C -2.36577 -1.95771 0.12102
C -2.35587 -1.00511 1.48041
C -1.00392 -0.07746 1.55138
C -1.27190 1.51997 1.81085
N -0.77912 2.30249 0.57665
C -1.71644 3.03901 -0.37989
O -3.13936 2.70073 -0.20704
O -3.59653 2.50140 -1.42362
C 0.58034 2.38709 0.25079
N 1.66499 1.72962 1.12933
C 3.02204 1.98060 0.48564
N 2.64062 2.78879 -0.76884
N 1.26633 3.05807 -0.91864
H 4.18543 -0.91154 -1.32877
H 5.09171 -1.16322 0.52389
H 2.87799 -2.57408 1.25969
H -0.18997 -3.61096 -2.15849
H -1.03268 -1.92009 -2.24940
H -0.14680 -2.59813 0.70226
H -1.26353 -4.01074 -0.01125
H -3.27752 -2.72192 0.20825
H -2.56131 -1.25612 -0.81563
H -3.31452 -0.29488 1.46914
H -2.40981 -1.69531 2.44085
H -0.47153 -0.18548 0.49351
H -0.22325 -0.48156 2.35878
H -2.37133 1.79532 2.11745
H -0.59237 1.84098 2.73837
H -1.54459 4.20538 -0.24923
H -1.39317 2.70600 -1.47192
H -3.93799 1.56282 -1.51566
H 4.10561 1.64157 0.82371
H 3.43974 3.06786 -1.40268
H 0.81052 3.56720 -1.70725

***

Entry 5:
47
Properties=species:S:1:pos:R:3 method="wB97M-V/def2-TZVPD" max_force_ev_per_a=0.4 gap_ev=8.085 lumo_ev=2.6958 total_charge=-1
N 0.50464 4.24338 3.99210
P -0.56468 3.09458 4.06709
O -1.94223 3.61969 3.32344
O -1.17908 2.99164 5.58825
Al 0.18886 0.97310 3.23308
F -0.68846 -0.24924 4.01650
Br -0.36893 0.96195 0.94985
H 1.39512 3.88645 3.66341
H -1.66052 4.21723 2.62110
H -1.81868 2.27175 5.64822
H 1.75476 0.82208 3.45280
O 2.38225 -1.10360 0.08209
C 2.10899 -1.45752 -1.02442
O 3.07061 -1.97520 -1.85501
C 2.53483 -2.18264 -3.16736
C 1.02903 -2.29188 -2.98071
C 0.79667 -1.38405 -1.78226
H 2.80407 -1.32316 -3.78821
H 2.99638 -3.07684 -3.58310
H 0.47477 -2.00005 -3.87086
H 0.75477 -3.31738 -2.72721
H 0.65115 -0.33947 -2.05793
H -0.03583 -1.68634 -1.15417
O -1.33394 -4.77391 -1.51095
C -2.03153 -4.22410 -0.70685
O -3.34715 -3.98989 -0.94516
C -3.91617 -3.21544 0.12738
C -3.01097 -3.46405 1.32671
C -1.66197 -3.66842 0.65051
H -3.91550 -2.16536 -0.17273
H -4.94301 -3.54595 0.26713
H -3.02365 -2.64750 2.04521
H -3.31482 -4.37928 1.83861
H -1.15213 -2.71609 0.49761
H -0.99648 -4.34819 1.17546
O 0.41677 1.51552 -3.15065
C 0.80894 2.33425 -2.36355
O -0.01702 2.88248 -1.45820
C 0.66818 3.85594 -0.65822
C 2.14373 3.49436 -0.78079
C 2.20531 2.89788 -2.18425
H 0.45250 4.84704 -1.06781
H 0.27488 3.79192 0.35396
H 2.80173 4.34648 -0.62176
H 2.39087 2.72558 -0.04748
H 2.37104 3.64669 -2.96286
H 2.94188 2.10557 -2.29799

***

Entry 6:
42
Properties=species:S:1:pos:R:3 method="wB97M-V/def2-TZVPD" max_force_ev_per_a=1.5 gap_ev=10.397 lumo_ev=0.4465 smiles="O=CO[C@@H](Br)CCF.CCOC(C)=O.CCOC(C)=O"
O 2.86212 0.35888 4.00577
C 2.04764 -0.39876 3.54835
O 1.55766 -1.48670 4.24510
C 0.28797 -1.34004 4.81780
Br 0.41211 -0.13643 6.38007
C -0.80743 -0.95350 3.81311
C -1.57058 0.33205 4.02836
F -2.46416 0.20913 5.08413
H 1.65619 -0.30548 2.53207
H 0.04765 -2.29440 5.25756
H -1.54113 -1.75569 3.81228
H -0.40848 -0.90205 2.80674
H -0.90358 1.17257 4.18253
H -2.15729 0.52683 3.13309
C -1.33647 2.60206 -2.16640
C -2.09466 2.17461 -0.92975
O -1.25580 1.42817 -0.03155
C -0.47264 2.00242 0.88588
C -0.26535 3.49579 0.87268
O 0.09570 1.29259 1.67636
H -0.52596 3.29023 -1.91920
H -2.00411 3.09997 -2.86957
H -0.89919 1.72804 -2.65429
H -2.56613 3.00840 -0.40783
H -2.88841 1.48083 -1.19946
H 0.61938 3.71535 0.27678
H -0.08608 3.82273 1.89361
H -1.10752 4.05818 0.47875
C 1.18605 -3.83716 -4.17869
C 1.88877 -2.55826 -4.58266
O 0.96690 -1.48676 -4.80377
C 0.51862 -0.69234 -3.82017
C 0.78643 -1.06095 -2.37886
O -0.13858 0.26958 -4.11316
H 0.66532 -3.72734 -3.22739
H 1.90585 -4.64996 -4.08281
H 0.44673 -4.11228 -4.93025
H 2.65557 -2.26356 -3.86544
H 2.38772 -2.69379 -5.54011
H -0.05253 -1.64994 -2.01055
H 0.84484 -0.14522 -1.79585
H 1.70685 -1.61780 -2.22327